Entry 1:
90
Properties=species:S:1:pos:R:3:forces:R:3 method="wB97M-V/def2-TZVPD" e_tot_ha=-5366.683075 total_charge=0 homo_lumo_gap_ha=0.2947 relative_energy_ev=0.0000 lumo_energy_ha=0.00017 spin_multiplicity=1
S -3.936 -1.129 2.778 0.5 0.3 0.4
S 1.304 -5.034 4.068 -0.3 0.5 0.2
S 3.518 3.253 -1.031 0.6 -0.4 0.2
S 0.000 2.921 5.071 0.3 -0.3 -1.3
S -0.875 2.287 -4.168 0.6 0.4 -0.1
S 1.285 -3.302 -2.697 0.0 -0.8 -0.1
O 0.908 3.869 5.602 0.2 0.2 0.0
O -0.782 1.089 -3.430 0.0 -0.6 0.4
O 0.734 1.989 3.989 0.2 -0.1 0.6
O -3.766 -0.860 4.331 0.2 -0.3 0.0
O 1.945 -3.082 -1.459 0.1 -0.1 0.3
O 4.024 2.027 -0.140 -0.3 -0.2 -0.2
O 3.338 2.856 -2.371 -0.1 -0.2 -0.4
O 0.877 -6.252 3.487 -0.2 -0.4 -0.2
O -1.402 2.638 -0.182 -0.2 -0.1 0.2
O 2.242 -4.087 -3.702 0.0 0.7 -0.2
O 0.483 3.109 -4.039 -0.3 -0.1 -0.1
O 2.021 -5.037 5.286 0.3 -0.1 0.2
O -3.224 2.958 0.924 0.2 0.0 -0.1
O 0.662 -2.203 -3.332 0.1 0.2 -0.4
O -0.767 2.096 5.912 -0.6 -0.4 0.4
O 2.479 3.897 -0.320 -0.4 0.3 0.3
O -3.193 -2.273 2.386 0.1 -0.5 0.1
O 0.060 -4.044 4.200 0.1 -0.2 0.1
O 0.235 -4.480 -2.579 -0.2 0.3 0.3
O 1.611 -0.198 1.359 0.1 -0.2 0.3
O -1.960 3.172 -3.973 -0.4 0.2 0.0
O 2.098 -4.179 2.997 0.5 0.1 0.0
O -0.709 1.926 -5.704 -0.1 -0.1 -0.2
O -5.310 -1.045 2.459 -0.2 0.2 -0.3
O 4.875 4.072 -0.945 -0.1 0.5 -0.2
O -0.452 -0.701 0.992 -0.1 -0.3 0.3
O -3.142 0.149 2.284 -0.5 0.0 0.0
O -0.928 3.581 3.968 -0.2 0.6 0.5
N -2.575 2.393 0.067 0.0 0.1 -0.1
N 0.619 -0.239 0.660 0.1 0.4 -0.3
N -1.942 -1.830 -2.023 0.1 0.2 0.0
C 5.266 2.311 0.503 0.7 0.2 0.1
C 1.088 3.331 -5.338 0.2 0.1 0.8
C 1.177 -3.375 2.251 -0.5 -0.4 -0.5
C -0.054 3.933 2.870 -0.4 0.1 0.0
C -2.910 0.253 4.650 -0.1 0.2 -0.5
C 2.252 -5.451 -3.310 0.3 -1.0 0.0
C -3.239 1.309 -0.692 -0.2 -0.3 -0.6
C 0.721 0.347 -0.696 -0.5 -0.4 -0.1
C 0.003 2.996 -6.342 0.1 0.0 -0.3
C -2.722 -1.488 -3.083 -0.1 0.0 -0.6
C 0.816 -5.766 -2.866 0.4 0.4 0.3
C 0.148 -2.944 3.287 0.1 0.3 -0.6
C 0.876 2.713 2.765 0.5 0.3 -0.7
C -4.035 -1.966 -1.339 -0.4 0.4 0.4
C -2.737 -2.104 -0.940 0.5 -0.3 -0.2
C -2.316 0.733 3.320 -0.4 -0.1 -0.8
C 5.436 3.829 0.338 -0.1 -0.8 0.9
C -4.029 -1.541 -2.699 -0.1 -0.6 0.0
H 1.076 -0.456 -1.338 0.4 0.1 0.0
H 6.470 4.150 0.373 0.0 0.1 -0.2
H 0.212 -6.202 -3.655 0.0 -0.2 0.1
H 0.721 -3.990 1.468 0.0 -0.1 0.1
H 1.917 3.003 2.613 0.0 0.1 0.2
H -0.829 -2.801 2.835 0.0 0.1 0.1
H -2.292 -2.409 -0.010 -0.2 0.1 0.1
H -2.128 -0.065 5.330 -0.1 0.0 0.2
H 1.942 2.657 -5.389 0.0 0.0 -0.2
H -3.553 1.021 5.068 0.1 0.0 0.3
H 6.062 1.750 0.011 -0.1 0.0 -0.1
H -0.285 0.583 -1.017 0.1 0.3 0.0
H 4.851 4.299 1.133 0.1 0.4 -0.3
H 1.382 1.198 -0.621 0.1 0.0 -0.2
H -4.147 1.663 -1.174 0.0 0.4 0.3
H 0.837 -6.348 -1.948 -0.3 -0.2 -0.1
H -4.887 -2.042 -0.680 0.0 -0.2 -0.1
H 1.706 -2.567 1.759 0.2 0.1 0.3
H 5.234 2.023 1.551 -0.3 -0.1 0.0
H 2.549 -6.084 -4.144 0.0 0.3 -0.2
H -4.855 -1.486 -3.388 -0.1 0.3 0.2
H -0.699 4.098 2.011 0.1 -0.2 -0.1
H -3.500 0.539 0.024 0.1 -0.1 0.0
H 1.433 4.362 -5.331 -0.1 0.0 -0.3
H -2.580 0.954 -1.480 0.2 -0.1 0.2
H -0.941 -1.898 -2.087 -0.2 0.1 0.1
H -1.297 0.414 3.116 0.1 0.0 0.3
H -2.447 1.796 3.151 0.3 0.1 0.3
H 0.617 2.058 1.938 -0.3 -0.1 0.2
H 0.410 2.617 -7.275 0.0 -0.1 0.0
H -0.679 3.818 -6.562 0.0 0.1 0.2
H 0.496 -2.040 3.789 -0.2 -0.1 0.3
H 2.986 -5.621 -2.521 -0.1 0.2 0.2
H 0.461 4.862 3.112 0.1 -0.1 0.1
H -2.341 -1.279 -4.068 0.3 0.0 0.1

Entry 2:
60
Properties=species:S:1:pos:R:3:forces:R:3 method="wB97M-V/def2-TZVPD" smiles="COCCCCCCCNC[C@@](CCCCNC(C)=O)(N=C=S)OC" e_tot_ha=-1494.805002 total_charge=0 homo_lumo_gap_ha=0.3197 lumo_energy_ha=-0.01314 spin_multiplicity=1
S -0.796 -3.828 2.754 2.2 3.0 -0.4
O -0.669 1.057 1.854 0.5 -1.2 -1.0
O 4.982 0.705 1.553 -1.2 1.6 -0.2
O -5.153 3.560 -1.328 0.5 -3.6 -0.6
N -5.397 1.172 -1.115 0.9 0.9 -1.4
N 0.266 -1.318 -0.432 -0.3 -0.6 0.6
N 0.106 -1.068 2.528 -0.7 -5.2 -1.1
C 0.270 -2.769 -0.761 0.6 -0.3 -1.6
C -4.312 0.293 -0.585 1.2 -0.7 0.5
C 3.694 1.079 1.032 -1.3 0.2 -0.9
C 1.779 -3.246 -1.004 0.6 -0.1 -0.9
C 0.118 1.624 0.784 -0.1 1.5 -0.4
C 2.604 -2.238 -1.967 0.4 0.1 0.3
C -2.356 -0.678 2.369 0.1 1.1 0.1
C 5.779 1.904 1.703 0.8 0.2 -0.2
C -0.920 -0.344 1.686 -2.1 0.5 0.0
C 3.511 -1.187 -1.118 -0.4 0.0 -0.8
C 3.097 0.310 -1.487 0.6 -0.1 -0.5
C 3.712 1.438 -0.536 -0.7 0.7 0.1
C -3.656 2.356 -2.815 0.3 -0.9 1.3
C -4.590 -0.230 0.921 -0.8 1.1 -0.2
C -0.085 -2.329 2.554 -1.6 1.8 0.8
C -4.815 2.423 -1.690 0.2 2.9 -0.2
C -1.010 -0.853 0.172 -0.1 -0.9 -0.4
C -3.514 0.345 1.962 -1.0 -0.4 0.6
H 1.019 1.011 0.474 -1.3 0.5 0.3
H -0.256 -2.868 -1.781 0.6 0.0 1.4
H -4.040 -0.579 -1.284 -0.5 1.2 0.9
H 3.043 2.368 -0.655 1.0 -1.3 0.1
H -5.599 0.240 1.210 1.4 -0.7 -0.5
H 4.753 1.790 -0.872 -1.4 -0.8 0.6
H 3.238 1.981 1.583 0.9 -1.2 -0.5
H -2.164 -0.604 3.498 -0.4 -0.3 -1.6
H -3.371 0.936 -0.514 -1.2 -0.9 -0.1
H -1.714 -1.765 0.179 0.9 1.4 0.1
H 3.329 -2.816 -2.624 -1.1 0.4 0.8
H -4.749 -1.355 0.982 0.5 1.3 -0.1
H 3.503 0.514 -2.544 -0.6 -0.3 1.4
H 6.208 1.909 2.754 -0.2 -0.1 -1.4
H 3.407 -1.455 -0.019 0.1 0.6 -1.2
H -3.161 1.349 1.573 -0.1 -1.3 0.6
H -3.430 3.367 -3.266 -0.7 -1.3 0.5
H 6.582 1.898 0.885 -0.8 0.1 1.4
H 2.395 -3.341 -0.053 -1.0 0.1 -0.9
H 1.956 0.382 -1.596 1.6 -0.1 0.5
H 1.087 -1.111 0.145 -0.6 -0.1 -0.1
H -1.509 -0.108 -0.542 0.7 -0.7 1.4
H 2.923 0.237 1.175 1.5 0.9 0.1
H -4.099 0.570 2.926 0.9 -0.3 -1.4
H 1.843 -4.270 -1.521 -0.6 1.4 0.9
H -2.711 2.047 -2.234 -1.2 0.4 -1.0
H 5.202 2.876 1.568 0.4 -1.3 0.2
H -5.865 0.746 -1.938 0.3 0.0 0.9
H -2.731 -1.722 2.077 0.9 1.5 0.7
H 4.622 -1.310 -1.373 -1.5 0.1 0.4
H -0.313 -3.424 -0.037 0.9 0.7 -0.6
H -3.847 1.526 -3.564 0.2 1.1 0.7
H 1.887 -1.695 -2.678 1.0 -0.6 1.1
H 0.516 2.647 1.116 -0.7 -1.6 -0.1
H -0.600 1.851 -0.082 1.3 -0.5 0.9

Entry 3:
65
Properties=species:S:1:pos:R:3:forces:R:3 method="wB97M-V/def2-TZVPD" smiles="COC(=O)OC.COC(=O)OC.COCCOCCOC.CC#N.CC#N.CC#N" e_tot_ha=-1548.164673 total_charge=0 homo_lumo_gap_ha=0.3595 relative_energy_ev=0.0000 lumo_energy_ha=0.00790 spin_multiplicity=1
O 8.494 -0.596 3.374 -0.2 0.0 0.3
O -5.955 2.430 -4.072 0.0 0.1 0.0
O 0.338 -2.026 0.800 0.0 -0.5 0.4
O 0.928 -0.047 -0.019 0.6 1.6 -0.5
O 2.373 -1.089 1.164 0.1 0.3 0.9
O -5.236 0.501 -2.087 -0.6 0.1 -0.1
O 6.616 -1.582 2.542 -0.4 -0.6 0.5
O -3.288 0.850 0.404 0.4 -0.1 0.3
O 6.930 0.646 2.638 -0.6 -0.1 0.4
N -0.121 -6.152 2.753 0.1 -0.3 -0.2
N 1.561 2.958 -1.509 -0.2 0.2 0.1
N 1.021 -4.876 -1.326 -0.1 -0.4 0.3
C -4.347 1.505 -2.523 -0.3 0.2 -0.2
C -0.389 0.150 -0.505 -0.8 -0.8 -0.8
C -5.501 0.501 -0.694 0.8 -0.1 -0.6
C 9.082 -1.846 3.655 0.0 -1.4 0.2
C -1.101 -3.732 2.978 0.3 -1.0 -1.4
C 5.564 0.885 2.342 -0.8 1.7 -0.7
C 2.739 -2.173 2.024 0.5 -1.1 -0.6
C 1.270 4.028 -1.204 0.7 0.1 0.1
C -4.307 -0.068 0.067 -0.3 -0.4 1.0
C 1.146 -1.145 0.672 -0.6 0.0 -0.2
C 1.354 -2.574 -2.504 0.2 -0.2 0.9
C -3.510 1.621 1.571 -0.3 0.7 -0.6
C 0.943 5.415 -0.840 -0.3 -0.7 -0.3
C -6.215 2.829 -5.387 0.2 0.0 -1.4
C 1.165 -3.852 -1.814 0.3 0.3 -0.4
C 7.252 -0.628 2.873 1.1 0.8 -1.1
C -0.569 -5.100 2.802 -0.3 0.6 0.9
C -4.663 1.897 -3.959 0.5 -0.5 0.8
H 1.782 -2.754 -3.486 -0.4 0.1 -0.2
H -3.897 2.617 -4.269 0.0 0.1 -0.1
H 1.706 5.916 -0.253 0.1 -0.3 0.1
H 8.355 -2.565 4.042 -0.1 0.3 0.0
H -4.520 0.979 -4.541 -0.3 0.1 -0.4
H 3.450 -1.887 2.795 0.0 0.6 -0.2
H 0.395 -2.065 -2.454 0.1 0.1 -0.6
H 9.858 -1.730 4.406 0.0 0.4 -0.1
H -2.585 1.883 2.089 0.3 -0.4 -0.3
H 0.012 5.337 -0.278 0.0 0.5 0.0
H 0.812 5.966 -1.769 -0.2 0.1 0.1
H -0.613 -0.646 -1.221 -0.3 -0.3 0.4
H 4.846 0.477 3.047 0.3 -0.4 0.1
H -5.755 3.782 -5.696 0.0 0.1 0.6
H -3.920 2.578 1.230 -0.4 0.0 0.5
H -4.167 1.125 2.288 -0.1 0.0 -0.1
H -1.512 -3.515 1.989 -0.1 0.5 0.2
H 5.238 0.711 1.315 0.4 -0.9 0.0
H -7.277 2.903 -5.617 -0.1 -0.1 0.5
H 9.503 -2.326 2.770 0.1 0.3 -0.1
H -5.749 1.514 -0.357 0.1 0.0 0.1
H -0.242 -3.087 3.124 -0.3 0.3 0.3
H 1.901 -2.677 2.498 -0.2 0.3 -0.2
H -4.419 2.377 -1.865 0.1 0.0 0.0
H -0.538 1.036 -1.120 1.0 0.5 0.5
H 2.069 -1.954 -1.960 0.0 -0.1 0.1
H 3.237 -2.884 1.362 0.0 -0.2 0.3
H 5.455 1.973 2.369 0.2 0.0 0.5
H -3.803 -0.869 -0.474 -0.2 0.1 -0.4
H -3.325 1.113 -2.516 0.2 0.2 0.1
H -4.687 -0.557 0.978 0.1 0.2 0.1
H -5.800 2.116 -6.117 -0.1 -0.2 0.2
H -6.382 -0.117 -0.540 0.0 -0.2 -0.1
H -1.114 0.170 0.300 0.0 -0.2 0.0
H -1.889 -3.670 3.718 0.2 0.0 0.3